[1]
{
  "formula": "C15H24Br2F3NO6PS3",
  "method": "ωB97M-V/def2-TZVPD",
  "gap_ev": 7.821,
  "e_tot_ha": -8075.3983,
  "max_force_ha_per_bohr": 0.0090,
  "total_charge": 1,
  "homo_ev": -12.6,
  "elements": ["Br", "Br", "S", "S", "S", "P", "F", "F", "F", "O", "O", "O", "O", "O", "O", "N", "C", "C", "C", "C", "C", "C", "C", "C", "C", "C", "C", "C", "C", "C", "C", "H", "H", "H", "H", "H", "H", "H", "H", "H", "H", "H", "H", "H", "H", "H", "H", "H", "H", "H", "H", "H", "H", "H", "H"],
  "coordinates": [[0.45652, -2.60755, 1.46497], [-1.85064, -1.97264, -2.40746], [-1.60329, 1.38271, -1.79480], [0.60372, 2.89233, 0.66643], [0.76855, 1.27947, -3.62195], [-1.17147, 2.19738, 0.93245], [2.39959, 2.90828, -2.32613], [1.95016, 3.41011, -4.40271], [0.46458, 3.76881, -2.85379], [1.84893, 0.39122, -3.84115], [-2.39054, 3.17460, 0.60493], [4.64024, 0.03828, 0.68856], [-1.56984, 1.83675, 2.42648], [-0.32625, 1.46553, -4.50876], [1.64742, -0.58452, -1.22989], [0.46471, 0.06560, -1.14819], [-0.03399, 0.85413, -2.03977], [-0.48285, -1.83992, 0.01049], [-0.98745, -2.67154, -0.88492], [1.45255, 2.98164, -3.25757], [-1.62850, 0.66435, -0.07914], [-3.25291, -1.06152, 1.13756], [-4.18100, 0.33554, -0.73166], [-0.93866, -4.16561, -0.81627], [-3.09483, 0.26601, 0.37561], [-0.40112, -0.32248, -0.00946], [4.55024, -0.07213, 2.10494], [3.22952, 0.42385, 2.67129], [3.73202, -0.76268, -0.02956], [2.79253, 0.18925, -0.75639], [-2.48066, -1.20027, 2.45045], [-2.29797, -2.25002, 2.68004], [-1.50167, -0.72189, 2.42094], [-3.04214, -0.77624, 3.28179], [-3.05976, -1.90446, 0.47704], [-2.15553, 3.80281, -0.09289], [-4.87129, 1.15634, -0.54001], [-1.24669, -4.60513, -1.76033], [3.28421, 0.64459, -1.61516], [2.38448, -0.18993, 2.34228], [-3.79976, 0.43023, -1.74212], [3.04299, 1.45583, 2.36860], [-1.58777, -4.53244, -0.01919], [4.74361, -1.10766, 2.40615], [-4.31975, -1.11217, 1.36482], [0.08309, -4.49028, -0.61321], [5.36450, 0.54264, 2.48571], [-4.77155, -0.58083, -0.72613], [-3.37508, 1.02631, 1.10444], [3.16221, -1.43790, 0.61427], [2.46368, 0.97553, -0.07755], [0.17512, -0.07091, 0.88581], [4.28845, -1.37797, -0.74048], [3.25953, 0.37371, 3.76028], [-0.83016, 1.48482, 2.94032]],
  "mulliken_charge": [-0.027, -0.044, -0.300, -0.279, 1.186, 0.554, -0.173, -0.187, -0.184, -0.524, -0.567, -0.417, -0.578, -0.594, -0.329, 1.151, 0.122, -0.483, 0.422, 0.747, 1.571, -1.181, -1.622, -1.383, 0.962, -2.384, -0.436, -0.527, -0.674, 0.318, -1.334, 0.355, 0.173, 0.378, 0.375, 0.415, 0.311, 0.448, 0.320, -0.092, 0.404, 0.178, 0.307, 0.317, 0.719, 0.389, 0.344, 0.445, 0.406, 0.321, -0.160, 0.577, 0.368, 0.471, 0.426]
}



[2]
{
  "formula": "C42H60BrF3N3O4PbSe",
  "method": "ωB97M-V/def2-TZVPD",
  "gap_ev": 6.556,
  "e_tot_ha": -7569.6952,
  "max_force_ha_per_bohr": 0.0153,
  "total_charge": -1,
  "homo_ev": -4.4,
  "elements": ["Pb", "Br", "Se", "F", "F", "F", "O", "O", "O", "O", "N", "N", "N", "C", "C", "C", "C", "C", "C", "C", "C", "C", "C", "C", "C", "C", "C", "C", "C", "C", "C", "C", "C", "C", "C", "C", "C", "C", "C", "C", "C", "C", "C", "C", "C", "C", "C", "C", "C", "C", "C", "C", "C", "C", "C", "H", "H", "H", "H", "H", "H", "H", "H", "H", "H", "H", "H", "H", "H", "H", "H", "H", "H", "H", "H", "H", "H", "H", "H", "H", "H", "H", "H", "H", "H", "H", "H", "H", "H", "H", "H", "H", "H", "H", "H", "H", "H", "H", "H", "H", "H", "H", "H", "H", "H", "H", "H", "H", "H", "H", "H", "H", "H", "H", "H"],
  "coordinates": [[-0.32306, 0.64194, -1.42770], [-3.47545, 2.50368, -3.43547], [-1.37084, -1.62826, -0.07052], [-3.81920, -1.88323, 3.49004], [-1.80426, -1.39891, 2.89377], [-3.05308, 0.12489, 3.75785], [-3.06551, -0.71505, 0.44176], [-0.70822, 2.22566, 0.16954], [1.06842, -1.15890, -2.45827], [-4.79266, -0.02882, 1.64628], [1.84807, 2.52445, -2.17665], [1.68419, 0.60917, 0.18147], [-1.32082, 1.00059, -4.23341], [-3.28526, 4.91952, 2.51400], [-2.38189, 1.60852, -4.70506], [-0.47178, 1.14732, 6.39387], [-0.60770, 2.29929, 1.47730], [0.33689, 1.51517, 2.18267], [2.93834, 2.27486, -1.24807], [1.06169, -3.90092, -4.15116], [-1.18578, 3.51675, 6.47796], [1.14305, -2.10899, -1.56583], [1.64593, -4.18729, 0.33261], [-3.05094, -0.92654, 2.92069], [-0.33585, 2.50140, 4.30314], [2.08597, -2.88676, 0.55913], [1.44119, -6.65501, 0.91032], [1.22320, 2.98709, 6.20953], [-0.50477, 0.37643, -5.07687], [-3.68928, -0.51820, 1.54804], [0.60938, -3.42131, -1.76510], [-0.71547, 0.34923, -6.45114], [0.25616, -0.34020, -7.36714], [2.53109, -0.54228, -0.18129], [0.45307, 1.63782, 3.55939], [1.72470, -4.98522, 2.72127], [2.08568, -5.31209, 1.26530], [-0.05235, -3.83448, -3.09119], [-2.71610, 1.63042, -6.04991], [3.61179, -5.46769, 1.14314], [-1.85763, 0.98532, -6.92578], [0.90978, -4.40649, -0.82390], [-0.73713, -5.20389, -2.99593], [-1.13014, -2.85352, -3.58289], [2.46766, 1.84998, 0.13945], [1.16531, 0.41406, 1.54828], [1.23783, 3.82733, -1.96954], [-3.54214, 3.06824, 0.88613], [-1.27146, 3.25832, 3.60545], [-2.52279, 4.01890, 1.53842], [-1.90898, 4.93289, 0.46113], [-1.43073, 3.19077, 2.22882], [-0.19714, 2.54874, 5.82285], [2.27068, 2.34504, -3.55356], [1.84070, -1.87098, -0.34159], [-3.04414, 2.39951, 0.18887], [2.59046, 1.31219, -3.70459], [1.18259, 1.01027, 4.06416], [-0.02063, -6.02533, -2.92433], [2.65589, -2.65104, 1.45291], [1.33528, 2.99293, 7.29770], [3.96627, -6.30368, 1.75390], [1.59206, -2.94776, -4.18512], [0.56081, -5.41021, -1.01884], [0.56832, -0.50228, 1.53168], [-2.62286, 5.64050, 3.00008], [-0.44594, 1.16212, 7.48755], [2.06333, -5.78969, 3.37960], [3.34212, -0.63377, 0.55861], [-2.68885, 5.54811, 0.00209], [-3.61281, 2.12969, -6.38674], [-3.80234, 4.33747, 3.27956], [0.26821, 0.42706, 6.04401], [0.38824, 3.94086, -2.64523], [-2.21595, 3.21503, 6.28098], [1.42786, 2.54118, -4.21737], [-2.00137, -2.88651, -2.93252], [2.97521, -0.32514, -1.15289], [3.09599, 3.02202, -3.83091], [-1.43608, -3.12936, -4.59773], [0.35276, -6.57548, 0.90910], [-1.91309, 3.92632, 4.16184], [-1.03327, 3.51005, 7.55968], [-1.45539, 0.80159, 6.07217], [-1.44256, 4.32723, -0.30918], [1.95027, 4.64916, -2.15314], [2.02541, 0.22309, 2.21142], [-4.04515, 2.46197, 1.64175], [0.64382, -4.87679, 2.82404], [1.17979, 0.23688, -7.44471], [-1.04308, 4.53933, 6.12323], [-4.30076, 3.63404, 0.33604], [3.56918, 1.49548, -1.67535], [0.51230, -1.32511, -6.97574], [1.72896, -7.40270, 1.65249], [-0.74742, -1.83957, -3.59362], [3.35952, 1.74142, 0.77802], [-1.33442, -5.36356, -3.89615], [0.63830, -4.10731, -5.13907], [-4.03862, 5.47938, 1.95568], [-0.16433, -0.44929, -8.36581], [1.77780, -4.68996, -3.90807], [4.12195, -4.56089, 1.47067], [1.96996, 2.31179, 5.79010], [1.84433, 2.63493, 0.56772], [0.86011, 3.89700, -0.95077], [-2.08013, 0.97588, -7.98649], [3.89000, -5.65560, 0.10443], [0.34222, -0.12941, -4.61715], [-1.15585, 5.59375, 0.89977], [-1.40747, -5.23515, -2.13496], [1.42688, 3.99193, 5.83391], [1.77210, -7.00707, -0.06863], [3.57172, 3.17072, -1.13280], [2.19016, -4.05700, 3.05256]],
  "mulliken_charge": [1.729, -0.115, -0.227, -0.330, -0.149, -0.272, -0.703, -1.034, -0.455, -0.631, 1.314, 1.854, 0.434, -2.559, -0.259, -1.608, 0.561, 0.388, -1.715, -1.804, -2.202, -0.445, -0.686, 0.786, -0.895, -0.495, -2.139, -1.741, -0.382, 0.485, 0.004, 0.431, -1.378, -1.230, -0.564, -1.719, 2.074, 2.396, -0.622, -1.670, -0.625, 0.387, -2.390, -1.516, -0.835, -1.339, -1.204, -1.491, -0.107, 2.683, -1.565, -0.609, 2.163, -1.271, 0.379, 0.040, 0.308, 0.451, 0.356, 0.347, 0.467, 0.463, 0.288, 0.493, 0.357, 0.428, 0.454, 0.456, 0.339, 0.538, 0.443, 0.424, 0.321, 0.223, 0.388, 0.272, 0.309, 0.260, 0.345, 0.532, 0.395, 0.633, 0.449, 0.277, -0.002, 0.329, 0.325, 0.340, 0.397, 0.312, 0.390, 0.465, 0.546, 0.256, 0.457, -0.124, 0.306, 0.504, 0.483, 0.470, 0.382, 0.294, 0.336, 0.292, 0.309, 0.293, 0.384, 0.316, 0.617, 0.305, 0.397, 0.358, 0.347, 0.487, 0.288]
}



[3]
{
  "formula": "C23H19IrN7OS2",
  "method": "ωB97M-V/def2-TZVPD",
  "gap_ev": 7.963,
  "e_above_lowest_kj_mol": 60.0,
  "e_tot_ha": -2247.0164,
  "max_force_ha_per_bohr": 0.0394,
  "total_charge": 1,
  "homo_ev": -10.9,
  "elements": ["Ir", "S", "S", "O", "N", "N", "N", "N", "N", "N", "N", "C", "C", "C", "C", "C", "C", "C", "C", "C", "C", "C", "C", "C", "C", "C", "C", "C", "C", "C", "C", "C", "C", "C", "H", "H", "H", "H", "H", "H", "H", "H", "H", "H", "H", "H", "H", "H", "H", "H", "H", "H", "H"],
  "coordinates": [[0.53549, 0.13769, -0.60835], [0.01552, -0.14589, -2.90289], [-3.06637, 0.46372, -2.88936], [-0.50300, 3.96812, 0.28757], [0.16729, 0.70241, 1.44697], [0.55130, 2.13419, -0.62439], [2.56899, -4.29207, 1.68123], [-1.52917, -0.02040, -0.88020], [2.50871, 0.62923, -1.16701], [0.85282, -4.67376, 0.20192], [0.66511, -1.95980, -0.32918], [1.47821, 2.81824, -1.47833], [-5.38622, 0.71938, 0.42702], [-0.03919, -4.18390, -0.64269], [3.67528, 2.17291, -2.55528], [-3.75129, 0.52301, -1.28469], [-1.51912, 2.13781, 2.34110], [-5.06881, 0.76679, -0.91489], [-1.54594, 0.07017, -2.19890], [-0.15623, -2.83232, -0.92313], [4.68447, 1.25376, -2.76163], [-4.41891, 0.39370, 1.38564], [-0.55245, 1.85136, 1.40249], [1.66593, -3.80253, 0.80137], [-3.10461, 0.16262, 1.02828], [2.59629, 1.84490, -1.74913], [1.57082, -2.42877, 0.52599], [4.59589, 0.01226, -2.14665], [-0.62999, 0.36226, 3.66368], [-0.23287, 2.78148, 0.24280], [-1.44668, 1.48127, 3.56105], [0.09137, -0.03814, 2.55305], [-2.78168, 0.22320, -0.32567], [3.49299, -0.25977, -1.36984], [-0.55871, -0.20559, 4.58005], [5.52489, 1.49508, -3.39813], [3.24733, -3.70791, 2.13185], [-4.70933, 0.35373, 2.42758], [-0.88466, -2.44723, -1.61730], [3.70509, 3.15133, -3.01524], [5.35885, -0.74122, -2.27608], [-0.69605, -4.89510, -1.12803], [2.61636, -5.28718, 1.81309], [3.36972, -1.22336, -0.89697], [1.05268, 3.23091, -2.39772], [-6.40375, 0.90619, 0.74132], [-2.04921, 3.07385, 2.21783], [-2.46576, -0.45174, 1.65249], [0.65167, -0.96374, 2.55644], [1.91479, 3.66080, -0.92779], [-2.06135, 1.79079, 4.39572], [2.22578, -1.70754, 0.99948], [-5.82228, 0.99472, -1.65657]],
  "mulliken_charge": [0.607, -0.402, -0.232, -0.702, -0.058, 0.090, -0.407, 0.419, -0.027, -0.594, 0.382, -0.803, -0.610, -0.527, -0.928, 0.990, -1.253, -0.556, 0.343, -0.139, -0.238, -0.741, 0.740, 0.002, 0.127, 0.590, -0.500, -0.921, -0.700, 0.196, -0.388, 0.040, -0.995, -0.071, 0.437, 0.439, 0.187, 0.443, 0.411, 0.463, 0.425, 0.383, 0.254, 0.447, 0.358, 0.397, 0.526, 0.441, 0.367, 0.496, 0.485, 0.888, 0.418]
}